Molecular formula: H9O5
Method: DFT, ωB97M-V/def2-TZVPD

Gap between HOMO and LUMO   0.28387 Ha
LUMO energy   3.40 eV
ΔE to the lowest compared entry with this formula, charge and spin   85.3 kJ/mol

ORCA input file:
```
! RIJCOSX wB97M-V def2-TZVPD def2/J DEFGRID3
* xyz -1 1
O -0.38 1.11 0.03
H -0.25 0.60 -0.78
O -0.23 4.10 -1.02
H -0.06 3.26 -0.60
H 0.67 4.36 -1.24
O -0.40 -1.23 1.84
H -0.70 -1.05 2.72
H -0.30 0.43 0.73
O -1.61 -3.34 1.20
H -0.76 -3.76 1.05
H -1.21 -2.38 1.38
O 1.92 -0.71 -2.12
H 1.71 -1.45 -1.56
H 1.59 0.05 -1.64
*
```

Formally, the Mulliken partial charges of the atoms, in units of the elementary charge, are as follows: atom 1 (O): -0.652, atom 2 (H): 0.262, atom 3 (O): -0.643, atom 4 (H): 0.344, atom 5 (H): 0.299, atom 6 (O): -1.090, atom 7 (H): 0.175, atom 8 (H): 0.380, atom 9 (O): -0.767, atom 10 (H): 0.242, atom 11 (H): 0.457, atom 12 (O): -0.661, atom 13 (H): 0.347, atom 14 (H): 0.308